(1)
Computed, not measured: a 15-piece molecular cluster, H31O15 overall, with ωB97M-V/def2-TZVPD.

Properties
LUMO in eV: -3.31
HOMO-LUMO gap in eV: 10.21
Multiplicity: 1
Total charge: +1

Last column: Mulliken charge in e.
CARTESIAN COORDINATES (ANGSTROEM)
O 4.1029 0.0292 2.0053  -0.57
O -3.4660 1.1074 2.3445  -0.70
O -1.5456 -3.3094 -1.5736  -0.54
O -3.8688 2.3212 0.0826  -0.71
O -1.1427 -0.1241 0.4317  -0.48
O 0.7047 1.3040 3.1616  -0.57
O 2.1440 0.7935 0.4478  -0.51
O -1.1572 -0.2050 2.9333  -0.47
O 0.9352 -1.7922 -3.1664  -0.65
O 2.0915 2.3258 -2.8968  -0.60
O -2.4444 -0.4183 -1.7467  -0.56
O 3.4883 -2.2455 -0.3687  -0.54
O -1.2805 3.4019 0.0257  -0.63
O -1.6253 -1.6779 -4.0476  -0.73
O 1.5588 -2.0395 1.5156  -0.57
H -0.3076 -0.0678 -0.0489  0.12
H 1.7469 -2.1897 -2.8653  0.29
H -0.7036 -1.8807 -3.7959  0.43
H -2.0509 -2.8579 -0.9022  0.30
H -1.8042 -0.1944 -0.3212  0.38
H 2.9592 1.2433 0.2094  0.29
H -2.1709 -0.8069 -2.6137  0.27
H 3.6789 -1.3150 -0.2080  0.29
H 2.4668 3.1839 -2.6690  0.31
H -1.5874 -4.2582 -1.5971  0.27
H 2.1076 1.9510 -2.0040  0.27
H -0.5729 2.8384 0.3315  0.27
H -1.2585 3.5953 -0.9142  0.33
H 2.3523 -2.4894 1.7459  0.28
H 1.4489 -1.1655 1.1882  0.28
H -2.9935 2.0635 -0.2105  0.36
H 1.6032 1.0720 2.8891  0.31
H -3.4081 -0.4178 -1.7790  0.29
H -2.1930 -2.3949 -3.7524  0.35
H 4.8769 -0.0986 1.4427  0.32
H 4.3716 0.7824 2.5459  0.30
H -0.9537 -0.4193 1.9521  0.45
H -3.7521 1.3180 1.3952  0.35
H -0.3784 0.4545 3.3154  0.50
H 3.8714 -2.5654 0.4519  0.31
H -3.8832 3.2177 0.4243  0.33
H -1.9242 0.4112 2.8373  0.47
H 0.9885 -0.8544 -2.9809  0.28
H -4.2945 0.6069 2.4299  0.37
H 2.4269 -0.1238 0.4386  0.12
H 0.8427 1.8906 3.9165  0.34

=====

(2)
Computed, not measured: one molecule with the formula C6H8, with ωB97M-V/def2-TZVPD.

Properties
LUMO (spin up / spin down) in eV: -0.94 / -0.96
HOMO-LUMO gap (spin up / spin down) in eV: 7.05 / 7.05
Multiplicity: 1

Last column: Mulliken charge in e.
CARTESIAN COORDINATES (ANGSTROEM)
C -0.9025 -0.6791 0.0793  -0.23
C -1.2864 -3.1857 -0.1810  -0.58
C 0.2549 1.5097 0.2711  -0.37
C 1.4538 0.6462 0.6863  -1.09
C -0.6657 0.6184 -0.5995  -0.36
C -1.0022 -1.9352 -0.2548  0.27
H 2.1382 1.1269 1.3926  0.33
H -0.3002 1.8373 1.1631  0.27
H -0.2630 0.5201 -1.6229  0.30
H 2.0333 0.3085 -0.1810  0.30
H 0.5656 2.4172 -0.2756  0.29
H -1.6721 1.0573 -0.7017  0.30
H -1.4231 -3.9691 -0.9205  0.25
H 1.0693 -0.2724 1.1447  0.32

=====

(3)
Computed, not measured: C38H33N7O3STc as an isolated structure, with ωB97M-V/def2-TZVPD.

Properties
<S²>: 4.13
LUMO (spin up / spin down) in eV: -1.77 / -2.11
HOMO-LUMO gap (spin up / spin down) in eV: 5.02 / 5.17
Multiplicity: 4

Last column: Mulliken charge in e.
CARTESIAN COORDINATES (ANGSTROEM)
Tc 0.0898 -0.7279 0.2155  -2.97
S -0.2977 -4.3490 -0.0172  -0.46
O 2.0587 -1.6721 -3.3234  -0.69
O 1.8483 -2.0894 3.6159  -0.65
O 1.6822 0.5182 0.1207  -0.36
N -1.9245 -1.3668 0.2096  1.64
N -2.7619 -4.3864 1.3674  -0.63
N 0.3134 1.9522 1.1767  -1.21
N 0.4223 -0.9856 -1.8350  2.10
N 0.1833 -1.5110 2.1000  1.78
N 1.7025 -2.0297 0.1274  1.38
N -0.4903 0.8867 1.1365  2.85
C 3.3229 4.9307 0.9773  -0.74
C 1.5919 -1.5985 -2.2039  -0.79
C 4.4717 4.6620 0.2434  -0.44
C 2.4990 2.7297 0.4802  0.26
C -0.1119 1.8554 -2.1558  -1.19
C -1.7454 -4.3722 0.8023  0.63
C 1.4591 1.6971 0.5895  0.50
C -2.4413 -1.9747 -0.8704  -1.47
C -2.5924 1.8900 1.7368  -1.76
C 3.4477 -3.0389 1.3233  -0.71
C 2.3357 3.9680 1.0977  -0.39
C -2.7168 -1.0883 1.2617  -0.36
C -1.5024 0.9341 2.2294  0.45
C 3.5176 -2.8786 -1.0849  -0.56
C -1.8332 -1.0582 -4.7782  -1.03
C -0.9447 -1.4904 -3.8003  1.31
C -3.0699 -0.3821 3.6177  -1.65
C -3.7789 -2.2712 -0.9802  -0.98
C -2.3644 -2.4436 4.6196  -1.09
C -0.8399 1.4646 3.5026  -1.77
C -2.0432 -0.5083 2.5198  2.92
C 2.3133 -2.2071 -1.0340  0.85
C 3.6510 2.4601 -0.2535  -0.23
C 2.2368 -2.3787 1.2910  0.71
C -4.0684 -1.3747 1.2099  -0.58
C -4.6086 -1.9560 0.0778  -1.05
C -1.2430 -2.5510 3.7853  1.64
C -1.6312 1.2007 -4.0278  -0.97
C -0.4214 -0.5430 -2.9057  -0.65
C -0.9554 -1.5175 2.9086  -1.22
C 1.4120 -1.9970 2.4875  -0.99
C -3.2101 -1.3138 4.5791  -0.88
C -0.7354 0.8090 -3.0375  1.10
C -0.4667 -3.8346 3.8413  -2.05
C -2.1896 0.2755 -4.8905  -0.96
C 4.0761 -3.3081 0.1139  -0.61
C 4.6348 3.4282 -0.3712  -0.85
C -0.5766 -2.9479 -3.7462  -1.69
H 5.2416 5.4167 0.1511  0.39
H -4.0015 -1.2107 5.3110  0.44
H -1.5561 1.4210 4.3213  0.43
H -1.7427 -2.2421 -1.6387  1.23
H -3.7530 0.4538 3.5681  0.38
H -2.5778 -3.2524 5.3045  0.45
H -4.1389 -2.7671 -1.8694  0.56
H -1.3546 -3.5510 -4.2131  0.47
H -0.1775 2.8319 -2.6340  0.61
H -1.1401 -4.6306 4.1561  0.51
H -1.8744 2.2517 -4.1268  0.46
H 3.1992 5.8921 1.4573  0.41
H -4.6848 -1.1756 2.0716  0.62
H 5.0184 -3.8395 0.1065  0.46
H -0.6171 1.9349 -1.1911  0.17
H 3.9924 -3.0374 -2.0422  0.60
H 0.3587 -3.1130 -4.2849  0.38
H -2.2480 -1.7885 -5.4625  0.46
H -2.8863 0.5918 -5.6558  0.40
H -3.1246 1.4851 0.8754  0.32
H 0.9422 1.6361 -1.9756  -0.02
H -5.6636 -2.1925 0.0425  0.43
H -3.3090 2.1108 2.5250  0.45
H -0.4253 -3.3216 -2.7313  0.15
H -0.0788 -4.1074 2.8595  0.11
H -2.1193 2.8273 1.4455  0.49
H 0.0209 0.8503 3.7722  0.36
H 0.3740 -3.7740 4.5317  0.46
H 5.5282 3.2215 -0.9449  0.41
H 1.4373 4.1623 1.6670  0.41
H 3.8655 -3.3278 2.2768  0.59
H -0.5133 2.4917 3.3681  0.49
H 3.7646 1.4958 -0.7301  0.46

=====

(4)
Computed, not measured: a 2-piece molecular cluster, C3H8N2OS overall, with ωB97M-V/def2-TZVPD.

Properties
<S²>: 0.76
LUMO (spin up / spin down) in eV: 3.95 / 1.94
HOMO-LUMO gap (spin up / spin down) in eV: 7.52 / 5.24
Multiplicity: 2
Total charge: -1

Last column: Mulliken charge in e.
CARTESIAN COORDINATES (ANGSTROEM)
S -1.9621 -2.1150 -0.2833  -0.66
O 0.4697 1.9683 0.7590  -0.65
N -1.1193 0.9353 -1.0995  -0.64
N 2.4674 0.5215 0.3324  -0.68
C 0.8440 0.8147 0.3761  0.57
C -0.0970 0.0790 -0.5516  -0.13
C -0.0019 -0.5433 0.8238  -1.01
H 0.4226 -1.5753 0.7767  0.25
H 2.7636 1.1825 -0.4312  0.27
H -1.9635 0.3794 -0.9782  0.28
H 2.8645 0.8310 1.2464  0.28
H -1.2067 1.8169 -0.5333  0.29
H -0.9823 -0.5216 1.2583  0.52
H 0.2199 -0.5943 -1.3726  0.38
H -2.7189 -3.1791 -0.3232  -0.07

=====

(5)
Computed, not measured: C27H19CrI2N6OPSe2 as an isolated structure, with ωB97M-V/def2-TZVPD.

Properties
<S²>: 3.81
LUMO (spin up / spin down) in eV: -3.44 / -3.67
HOMO-LUMO gap (spin up / spin down) in eV: 6.73 / 6.61
Multiplicity: 4
Total charge: +1

Last column: Mulliken charge in e.
CARTESIAN COORDINATES (ANGSTROEM)
I 4.4904 -2.0632 -2.7983  0.07
I 7.9982 0.5434 1.2903  0.11
Se -0.8016 -1.6906 -0.9308  -0.37
Se 0.2315 1.5954 -1.2605  -0.39
Cr 0.8783 -0.2903 0.3442  0.07
P -1.4107 0.2416 -1.7072  0.83
O 2.2908 -0.9105 -0.7579  -0.41
N 0.3611 -3.8108 3.7751  -0.56
N 2.5003 0.4531 1.4545  0.38
N 0.7424 -1.8824 1.8298  0.55
N -1.6340 0.1081 3.6605  -0.84
N -1.9113 1.3134 3.1166  0.23
N -0.5090 0.4299 1.7526  1.19
C -2.3990 0.0355 -6.1538  -0.45
C 5.9339 -0.6209 -0.5430  -0.31
C -2.9828 -0.3921 -3.8647  -0.51
C -0.7822 -0.3903 2.8037  0.32
C -3.2855 -0.4740 -5.2119  -0.66
C -0.1009 -1.6856 2.8482  0.13
C -5.2011 1.8147 0.3384  -0.47
C 1.3944 -3.0385 1.7764  -0.51
C -0.8937 0.7029 -4.4031  -0.37
C 3.5172 -0.6114 -0.3727  0.66
C -2.9264 0.8198 -0.9017  0.29
C 4.9321 0.4694 1.3616  0.60
C 3.6736 0.1236 0.8338  0.19
C -3.6531 0.0116 -0.0359  -0.09
C -4.4792 2.6216 -0.5364  -0.69
C 4.9307 1.1630 2.5900  -0.50
C 6.0802 0.0776 0.6241  -0.29
C 1.1944 -4.0013 2.7588  -0.38
C -4.7929 0.5128 0.5838  -0.73
C -1.7842 0.1992 -3.4624  0.76
C 3.7476 1.4693 3.2079  -1.30
C 4.6611 -0.9731 -1.0440  -0.47
C -0.2888 -2.6537 3.8205  -0.40
C -1.2091 0.6220 -5.7524  -0.69
C 2.5415 1.1007 2.6000  -0.14
C -1.2467 1.5023 1.9787  -0.86
C -3.3466 2.1259 -1.1596  -0.49
H -4.2120 -0.9329 -5.5292  0.40
H 3.7292 1.9966 4.1505  0.44
H -5.3641 -0.1199 1.2509  0.44
H -3.3264 -1.0042 0.1500  0.43
H 1.7218 -4.9454 2.7173  0.41
H -1.3231 2.3693 1.3424  0.52
H 2.0696 -3.1913 0.9434  0.53
H 0.0407 1.1466 -4.0847  0.33
H 1.5932 1.3503 3.0599  0.30
H -2.6399 -0.0274 -7.2067  0.40
H -0.9732 -2.4827 4.6420  0.49
H -4.8069 3.6325 -0.7396  0.44
H -3.6756 -0.7842 -3.1289  0.37
H -0.5211 1.0149 -6.4886  0.40
H -6.0932 2.2002 0.8149  0.44
H -2.7837 2.7542 -1.8405  0.38
H -2.5787 1.9256 3.5591  0.21
H 5.8733 1.4500 3.0373  0.22
H 6.8092 -0.9202 -1.1028  0.36

=====

(6)
Computed, not measured: one molecule with the formula C2H7N5, with ωB97M-V/def2-TZVPD.

Properties
LUMO in eV: 0.80
HOMO-LUMO gap in eV: 8.70
Multiplicity: 1

Last column: Mulliken charge in e.
CARTESIAN COORDINATES (ANGSTROEM)
N 0.0155 -1.1390 1.8515  -0.38
N 1.4641 -0.4211 0.0478  -0.59
N -0.5723 0.0780 -0.1085  0.12
N -1.7557 0.6261 0.4000  -0.69
N 0.5671 -0.0552 -2.3837  -0.78
C 0.5592 0.5061 -1.2367  0.14
C 0.2988 -0.5765 0.6588  0.25
H 1.9698 -1.2193 -0.3187  0.27
H -1.6333 1.5488 0.8145  0.21
H -2.4627 0.7649 -0.3142  0.26
H -0.8748 -0.9138 2.2706  0.28
H 0.7614 1.5662 -1.0466  0.43
H 0.8863 0.5762 -3.1109  0.23
H 0.7767 -1.3414 2.4761  0.26

=====

(7)
Computed, not measured: C18H36N5PdSSi as an isolated structure, with ωB97M-V/def2-TZVPD.

Properties
LUMO (spin up / spin down) in eV: -4.17 / -4.17
HOMO-LUMO gap (spin up / spin down) in eV: 6.23 / 6.23
Multiplicity: 1
Total charge: +1

Last column: Mulliken charge in e.
CARTESIAN COORDINATES (ANGSTROEM)
Pd -0.1535 -0.6216 0.2759  0.07
S 0.1407 0.3569 -3.9704  -0.47
Si 2.3258 -0.7824 4.6748  0.03
N -1.4219 -2.8091 0.8985  0.02
N -1.9603 1.8902 -4.3214  -0.38
N -0.4995 1.6632 -6.1496  -0.04
N -2.4519 -0.1036 1.0075  -0.43
N -0.0419 -2.1288 -1.5850  -0.27
C 1.4744 0.7991 5.3283  -0.98
C 2.4044 1.1017 -0.8790  -1.33
C -1.3063 -2.8612 -1.5919  -0.24
C -2.7303 2.6614 -5.0681  0.05
C 1.0989 2.5206 0.6894  -1.54
C 1.1863 3.1378 -1.7563  -1.77
C 1.1363 1.9734 -0.7604  2.49
C -2.4473 2.9466 -6.4175  -0.70
C -2.7105 -2.4987 1.5056  -0.90
C -3.3540 -1.2499 0.8868  -0.60
C 0.9578 -1.0637 1.9314  0.18
C 1.8976 -2.3221 5.7121  -0.98
C -1.2977 2.4279 -6.9411  0.00
C -1.4674 -3.6602 -0.2881  -0.90
C 4.2103 -0.5468 4.5323  -0.96
C 1.5703 -1.0058 2.9830  -0.46
C -0.8598 1.3775 -4.8434  0.26
C -0.0605 1.1332 -0.9655  -1.12
H -1.3664 -3.5665 -2.4325  0.47
H 0.3930 0.7127 5.2735  0.28
H -4.3100 -1.0725 1.3981  0.40
H -3.1100 3.5501 -7.0124  0.39
H -3.5636 -1.4180 -0.1728  0.31
H 0.2695 3.2117 0.8181  0.40
H -2.5518 -2.3118 2.5709  0.46
H 1.7443 0.9822 6.3631  0.34
H 1.7685 1.6674 4.7465  0.29
H -2.8312 0.7048 0.5204  0.26
H -0.6525 -4.3868 -0.2344  0.44
H 2.1142 3.6922 -1.6410  0.43
H 2.0288 3.0426 0.9022  0.45
H 0.3627 1.2690 -6.5037  0.25
H 4.6878 -1.4472 4.1573  0.31
H 2.4982 0.6925 -1.8825  0.30
H 4.6363 -0.3264 5.5073  0.32
H -0.8804 1.5242 -1.5685  0.73
H 2.2979 -2.2329 6.7179  0.32
H 3.2858 1.6969 -0.6553  0.46
H -3.6091 3.0545 -4.5796  0.43
H -0.9795 2.5783 -7.9603  0.42
H 0.9959 1.6874 1.3961  0.26
H 0.7455 -2.7760 -1.5776  0.20
H 4.4620 0.2721 3.8649  0.30
H 2.3201 -3.2200 5.2703  0.32
H -0.8138 -3.2240 1.5982  0.31
H -3.4139 -3.3385 1.4080  0.31
H 0.0377 -1.5380 -2.4138  -0.10
H -2.1137 -2.1297 -1.6953  0.16
H -2.4125 -4.2153 -0.3355  0.31
H 0.3533 3.8179 -1.5915  0.44
H 1.1302 2.7610 -2.7742  0.26
H -2.3381 0.1451 1.9909  0.19
H 2.3499 0.2739 -0.1583  0.28
H 0.8247 -2.4682 5.7976  0.30

=====

(8)
Computed, not measured: a 2-piece molecular cluster, C3H11N2S overall, with ωB97M-V/def2-TZVPD.

Properties
LUMO in eV: 4.25
HOMO-LUMO gap in eV: 6.89
Multiplicity: 1
Total charge: -1

Last column: Mulliken charge in e.
CARTESIAN COORDINATES (ANGSTROEM)
S -0.7096 0.9144 1.0665  -0.60
N 0.0609 -2.4142 0.4847  -0.75
N 0.4907 0.3960 -1.8402  -0.71
C 0.9010 -0.7193 -1.0053  -0.62
C -0.6662 2.6429 1.6841  -0.80
C -0.2263 -1.7021 -0.7327  -0.46
H 1.4018 -0.5150 -0.0871  0.33
H -0.1752 0.9450 -1.2568  0.23
H -1.1166 -1.1019 -0.6558  0.33
H -0.5940 2.7181 2.7886  0.22
H -0.2638 -2.4572 -1.5116  0.37
H 0.2140 3.2530 1.4251  0.22
H -0.6801 -3.1402 0.7311  0.20
H 1.2678 1.0169 -2.0362  0.22
H 1.6820 -1.2918 -1.5971  0.36
H -1.5824 3.1894 1.3227  0.17
H -0.0038 -1.7339 1.2200  0.30

=====

Number 1: F_max 0.0648 Eh/bohr, E_tot -1146.90581 Eh. Number 2: F_max 0.0139 Eh/bohr, E_tot -233.22634 Eh. Number 3: F_max 0.0042 Eh/bohr, E_tot -2555.88981 Eh. Number 4: F_max 0.0680 Eh/bohr, E_tot -701.95827 Eh. Number 5: F_max 0.0075 Eh/bohr, E_tot -8228.13791 Eh. Number 6: F_max 0.0137 Eh/bohr, E_tot -354.08276 Eh. Number 7: F_max 0.0760 Eh/bohr, E_tot -1796.41853 Eh. Number 8: F_max 0.0604 Eh/bohr, E_tot -628.60360 Eh.